Entry 1:
This record from the Open Molecules 2025 dataset describes C56H54BrFN6O5PbS3 as an isolated structure. The level of theory is ωB97M-V with the def2-TZVPD basis set.

Geometry as ORCA input:
```
! wB97M-V def2-TZVPD RIJCOSX def2/J DEFGRID3
* xyz 2 1
Pb -0.89160 0.74304 1.26774
F 4.04028 -0.21639 -2.10101
C 2.91221 0.20643 -2.71317
C 2.07762 1.01792 -2.01108
C 0.88666 1.47375 -2.57028
C -0.06648 2.19455 -1.72115
O 0.19707 2.38346 -0.52504
C -1.29626 2.57031 -2.38061
C -1.47887 2.25352 -3.69371
N -0.57986 1.61354 -4.46296
C -0.88117 1.39168 -5.86660
C 0.03336 1.97160 -6.90325
C -1.32284 2.56450 -6.68497
C 0.60145 1.14085 -3.88953
C 1.46758 0.30521 -4.60057
C 2.61293 -0.22132 -4.01998
N 3.42425 -1.11971 -4.74907
C 4.69174 -1.62740 -4.21208
C 5.41435 -2.40088 -5.32441
N 4.98520 -1.82332 -6.64386
C 3.54220 -2.16642 -6.92779
C 2.79179 -2.12512 -5.59703
C -2.44431 3.28420 -1.75419
O -3.54800 3.32000 -2.23225
O -2.09312 3.98365 -0.66539
H 2.31983 1.29406 -0.99105
H -2.40333 2.53205 -4.18029
H -1.34169 0.43235 -6.06896
H 0.20392 1.38939 -7.80003
H 0.88958 2.54061 -6.56269
H -2.09829 2.40548 -7.42087
H -1.36821 3.52530 -6.18856
H 1.23407 0.08061 -5.63131
H 4.55268 -2.28950 -3.35562
H 5.30906 -0.79398 -3.89588
H 5.15782 -3.45674 -5.34213
H 6.49183 -2.31002 -5.22879
H 5.58754 -2.12859 -7.40441
H 5.05772 -0.80873 -6.57550
H 3.50682 -3.15347 -7.38470
H 3.16784 -1.43199 -7.63682
H 2.82689 -3.10463 -5.10538
H 1.74560 -1.90632 -5.77293
O -1.29542 -1.25191 2.77477
S -0.52404 -2.56248 2.71078
C -0.70286 -3.31531 4.30918
C -1.96175 -3.57720 4.83870
C -2.05062 -4.10578 6.11449
C -0.89335 -4.37122 6.84486
C 0.35682 -4.10695 6.30653
C 0.45747 -3.56872 5.02745
C -1.52419 -3.68143 1.75025
C -1.05525 -4.97413 1.54265
C -1.79804 -5.83294 0.74994
C -2.98294 -5.39063 0.16927
C -3.42932 -4.09328 0.37918
C -2.69294 -3.22124 1.17145
H -2.85425 -3.36562 4.25736
H -3.02307 -4.31550 6.54296
H -0.97236 -4.79159 7.83924
H 1.25244 -4.31112 6.87870
H 1.42529 -3.34164 4.59359
H -0.13071 -5.30481 2.00810
H -1.45450 -6.84680 0.58134
H -3.56161 -6.06513 -0.45024
H -4.34892 -3.75630 -0.08154
H -3.00905 -2.19985 1.34364
S -3.25304 5.03185 -0.05349
C -2.18066 5.83275 1.09388
C -2.79899 6.72323 1.97081
C -2.03606 7.40858 2.90212
C -0.66048 7.21484 2.96462
C -0.05262 6.33606 2.07796
C -0.80398 5.63363 1.13979
H -3.87110 6.89041 1.91651
H -2.52017 8.10771 3.57459
H -0.06661 7.75656 3.69217
H 1.02310 6.19555 2.09801
H -0.32064 4.95112 0.45346
Br -6.50101 2.44263 2.96297
C -5.59598 1.54363 1.57831
C -6.28318 0.93493 0.54636
C -5.55078 0.27750 -0.43135
C -4.17286 0.25293 -0.33481
N -3.51447 0.86067 0.65956
C -4.21340 1.49907 1.60202
H -7.36452 0.97263 0.50698
H -6.04854 -0.20815 -1.25986
H -3.56373 -0.26804 -1.06844
H -3.65424 1.97624 2.40076
S -0.85943 -1.01870 -0.81552
C 0.32785 -2.29489 -1.10031
C 0.08225 -3.17884 -2.16394
C 0.94668 -4.23095 -2.43204
C 2.08475 -4.42987 -1.65227
C 2.34142 -3.55764 -0.60333
C 1.47390 -2.50582 -0.33169
H -0.81735 -3.04214 -2.75532
H 0.71307 -4.92561 -3.23257
H 2.74511 -5.26753 -1.84511
H 3.21627 -3.70540 0.02137
H 1.67629 -1.84914 0.50383
C -0.80654 0.27535 5.67758
C -1.94850 1.04046 5.07208
C -3.21455 1.15056 5.87644
O -1.86221 1.55001 3.96882
H -1.10526 -0.76679 5.82088
H -0.56798 0.68458 6.66278
H 0.06604 0.31013 5.02756
H -3.00454 1.28784 6.93766
H -3.77368 0.21419 5.77033
H -3.83420 1.96322 5.50174
N 2.22578 3.13076 4.03340
C 1.06745 2.69436 3.48254
N 1.25082 1.75437 2.59302
C 2.63689 1.56041 2.54236
C 3.40500 0.69930 1.75924
C 4.77658 0.71979 1.92935
C 5.38694 1.58050 2.85636
C 4.64267 2.44847 3.62937
C 3.26269 2.42149 3.44715
H 2.31145 3.86282 4.71604
H 0.10086 3.08641 3.76730
H 2.94068 0.04458 1.03111
H 5.39704 0.05801 1.33720
H 6.46504 1.56901 2.95966
H 5.11204 3.11844 4.33947
*
```

Summary:
HOMO-LUMO gap: 6.7 eV
Relative energy (zero: lowest compared OMol25 entry of this formula, charge and spin): 105.65 kJ/mol
HOMO energy: -0.410 hartree
Largest force on an atom: 0.6 eV Å⁻¹
E: -188628.5609 eV


Entry 2:
This record from the Open Molecules 2025 dataset describes a 12-piece molecular cluster, C56H58F4N6O2 overall in a non-equilibrium geometry. The level of theory is ωB97M-V with the def2-TZVPD basis set.

Geometry as ORCA input:
```
! wB97M-V def2-TZVPD RIJCOSX def2/J DEFGRID3
* xyz 0 1
F 0.71276 -4.24442 -1.98247
C 0.84620 -5.56418 -2.25581
C 1.87194 -6.30749 -1.71575
C 1.86415 -7.69739 -1.85870
C 0.81395 -8.30095 -2.54444
C -0.18942 -7.55666 -3.12403
C -0.18283 -6.17302 -2.94680
H 2.67782 -5.83519 -1.16839
H 2.63157 -8.27881 -1.37064
H 0.87569 -9.37651 -2.66691
H -1.01780 -8.00065 -3.65667
H -1.02260 -5.55279 -3.23570
F 6.78180 1.02732 -4.89763
C 5.77053 0.13340 -4.87713
C 4.74142 0.35010 -3.98345
C 3.66002 -0.54022 -4.02716
C 3.60854 -1.50752 -5.00001
C 4.67288 -1.73060 -5.89213
C 5.76165 -0.89447 -5.79610
H 4.88760 1.17673 -3.29994
H 2.86049 -0.42775 -3.30541
H 2.76086 -2.16638 -5.15585
H 4.55365 -2.53695 -6.59960
H 6.60904 -0.98728 -6.46805
F 2.00333 7.80220 4.68499
C 1.74540 6.86119 3.77093
C 2.68937 5.89977 3.50405
C 2.42328 4.87090 2.59439
C 1.23324 4.89082 1.89376
C 0.24870 5.83954 2.18340
C 0.51994 6.83630 3.10298
H 3.64580 5.93405 4.01241
H 3.11611 4.04394 2.51689
H 1.07144 4.15007 1.12252
H -0.71787 5.72065 1.71595
H -0.23778 7.55882 3.38186
F -1.75427 3.29044 1.70495
C -2.91001 3.02694 2.34386
C -3.88445 3.99925 2.48662
C -5.05073 3.69728 3.20424
C -5.22487 2.43827 3.77427
C -4.19412 1.51963 3.67966
C -3.04106 1.79539 2.96607
H -3.82316 4.98796 2.05299
H -5.72471 4.52513 3.37494
H -6.15060 2.11531 4.23112
H -4.20542 0.54639 4.15539
H -2.16926 1.15276 2.97661
C 1.56457 2.07890 4.84063
C 2.86114 2.11363 5.34338
C 3.84135 1.34330 4.76440
N 3.61973 0.61958 3.66242
C 2.42175 0.68259 3.08209
C 1.37730 1.39306 3.64335
H 0.73758 2.58639 5.31492
H 3.00044 2.75814 6.20444
H 4.87419 1.40282 5.08499
H 2.30368 -0.00125 2.24884
H 0.40127 1.41199 3.17008
C -5.98086 -0.38657 1.71991
C -4.69994 -0.73911 1.31424
C -4.10240 -1.87194 1.82834
N -4.65141 -2.63196 2.78162
C -5.84481 -2.23581 3.23474
C -6.53474 -1.13965 2.73932
H -6.43755 0.50457 1.31161
H -4.10355 -0.07107 0.70391
H -3.10807 -2.17466 1.52214
H -6.32703 -2.80015 4.02357
H -7.49826 -0.92737 3.18634
C -2.44191 6.15045 -1.24595
C -1.77421 4.93453 -1.23470
C -1.62106 4.24976 -2.41853
N -1.98884 4.77138 -3.61450
C -2.59811 5.94444 -3.59667
C -2.81627 6.71485 -2.44021
H -2.62212 6.71213 -0.33509
H -1.36730 4.48713 -0.33746
H -1.11182 3.29499 -2.42657
H -2.95213 6.31332 -4.55252
H -3.28659 7.68559 -2.37313
C 3.73622 -2.89159 -1.02453
C 3.47170 -3.41804 0.23353
C 4.21956 -4.50128 0.65304
N 5.29497 -4.98363 0.00771
C 5.56292 -4.45224 -1.17905
C 4.81300 -3.40782 -1.72252
H 3.13402 -2.19729 -1.59680
H 2.55850 -3.18812 0.76880
H 3.97835 -4.88751 1.63658
H 6.27085 -4.98901 -1.80097
H 4.98927 -3.09817 -2.74583
C -4.88660 -2.37722 -1.47557
C -5.41451 -3.57905 -1.02346
C -4.94016 -4.76383 -1.54885
N -3.88213 -4.80947 -2.37542
C -3.30919 -3.65780 -2.70977
C -3.81687 -2.40422 -2.35381
H -5.30151 -1.46112 -1.08517
H -6.23336 -3.56057 -0.31414
H -5.46311 -5.70343 -1.42630
H -2.37535 -3.70475 -3.25701
H -3.50339 -1.44556 -2.74661
C -0.81814 0.55845 0.10145
C 0.27604 1.38997 0.00192
C 1.36770 0.93239 -0.75387
N 1.35540 -0.15774 -1.49860
C 0.26092 -0.93163 -1.47815
C -0.83943 -0.58903 -0.69642
H -1.71533 0.76652 0.67000
H 0.33261 2.36080 0.46983
H 2.21635 1.60193 -0.86022
H 0.26646 -1.84807 -2.05238
H -1.70543 -1.23798 -0.64009
C 3.96033 4.48944 -1.00838
O 4.28684 3.09878 -0.83551
H 4.04043 4.58183 -2.08953
H 2.96061 4.72232 -0.64758
H 4.74100 5.09731 -0.55141
H 4.55227 2.87609 0.06094
C -0.62134 -3.65017 1.50303
O 0.07778 -4.79102 1.06674
H -0.55795 -2.83033 0.77806
H -1.70115 -3.85784 1.48310
H -0.37522 -3.33313 2.51784
H -0.55609 -5.45244 0.78936
*
```

Summary:
HOMO-LUMO gap: 9.1 eV
Structure (SMILES): Fc1ccccc1.Fc1ccccc1.Fc1ccccc1.Fc1ccccc1.c1ccncc1.c1ccncc1.c1ccncc1.c1ccncc1.c1ccncc1.c1ccncc1.CO.CO
HOMO energy: -0.327 hartree
Largest force on an atom: 1.7 eV Å⁻¹
E: -82915.0560 eV


Question: What is the E in the second record?
Answer: -82915.0560 eV


Question: Which formula does entry 2 have?
Answer: C56H58F4N6O2


Question: What is the E in the first record?
Answer: -188628.5609 eV


Question: Which formula does entry 2 have?
Answer: C56H58F4N6O2